Molecular formula: H20NeO10
Method: DFT, ωB97M-V/def2-TZVPD

Geometry as XYZ:
```
31
Properties=species:S:1:pos:R:3:forces:R:3:nbo_charge:R:1
Ne 12.952040 -1.110940 8.526630 -0.0335 0.0104 -0.0298 -0.001
O 13.964200 1.239920 6.018880 0.5860 -0.2108 -0.2023 -0.964
H 13.062640 1.278190 6.338210 -0.8777 -0.0952 0.2451 0.502
H 14.476130 1.689920 6.690930 0.1237 0.1550 0.0464 0.461
O 16.023700 -1.754720 9.093020 -0.2751 0.2424 0.1907 -0.961
H 16.698840 -1.513780 9.727340 0.2915 -0.1325 0.3080 0.480
H 16.508470 -1.966090 8.295190 0.0264 -0.1114 -0.3862 0.492
O 9.483970 -1.835870 9.318330 -0.2303 -0.0890 -0.1642 -0.942
H 9.565830 -2.460720 10.038810 0.0082 -0.1714 0.1824 0.467
H 10.189920 -1.206350 9.465260 0.2059 0.2289 -0.0470 0.475
O 14.694280 0.916080 9.861320 0.0026 0.2773 0.1223 -0.956
H 14.945190 1.454810 9.110960 -0.0642 0.1782 -0.0612 0.474
H 15.238470 0.132170 9.786610 0.0768 -0.4614 -0.2383 0.487
O 14.145590 -1.670870 5.467500 0.0593 -0.5943 0.1963 -0.974
H 14.242800 -0.780090 5.804070 -0.1330 0.7101 0.1336 0.496
H 14.693220 -1.691990 4.682710 0.0388 -0.0908 -0.2255 0.473
O 10.710160 -1.973460 6.354520 -0.1063 0.6776 -0.3338 -0.974
H 11.448500 -2.388470 6.800440 0.3615 -0.4542 0.0750 0.493
H 9.949300 -2.491550 6.616990 -0.2000 -0.0440 0.2127 0.483
O 12.967870 -4.128230 6.906980 -0.4042 -0.0787 -0.2401 -0.977
H 13.475760 -3.380030 6.593180 0.3043 0.3668 -0.4126 0.482
H 13.251370 -4.247530 7.813420 0.0575 -0.0915 0.5371 0.489
O 13.495080 0.052800 12.245140 -0.1576 -0.4081 0.3581 -0.962
H 13.753370 0.441220 11.409290 0.0541 0.2823 -0.4291 0.488
H 13.666000 0.738070 12.891220 0.0074 0.1133 0.1673 0.464
O 13.857500 -3.796580 9.636650 -0.1643 -0.2515 -0.0220 -0.969
H 14.444370 -3.048210 9.528220 0.3703 0.3831 -0.1055 0.491
H 13.824120 -3.940330 10.582400 -0.1071 -0.1199 0.1967 0.479
O 10.955830 1.067480 6.787130 0.5466 0.5492 0.1543 -0.972
H 10.814150 0.159580 6.519030 -0.1669 -0.9468 -0.0530 0.507
H 10.722080 1.584610 6.016310 -0.2005 0.1770 -0.1756 0.469
```
Forces are in eV/Å.

Computed properties:
* gap between HOMO and LUMO: 0.38026 Ha
* highest occupied orbital energy: -10.60 eV



Molecular formula: H20O10
Method: DFT, ωB97M-V/def2-TZVPD

Geometry as XYZ:
```
30
Properties=species:S:1:pos:R:3:forces:R:3:nbo_charge:R:1
O -22.429000 -17.717000 3.465000 0.9429 -0.7471 1.7280 -0.942
H -22.990000 -17.391000 2.794000 -0.7220 0.5888 -1.3728 0.472
H -22.827000 -17.460000 4.304000 0.0887 -0.0817 -0.1091 0.457
O -24.073000 -16.705000 1.407000 -0.0852 0.8516 -0.0742 -0.967
H -24.642000 -16.509000 2.173000 0.1790 0.2250 -0.7112 0.499
H -23.771000 -15.862000 0.998000 -0.5724 -0.6171 0.8677 0.491
O -22.304000 -18.345000 -4.203000 -0.2929 -0.4994 -1.5808 -1.008
H -21.551000 -17.991000 -3.681000 0.1174 -0.1383 -0.8829 0.504
H -22.058000 -18.363000 -5.174000 -0.2154 0.1690 1.9778 0.483
O -24.028000 -16.675000 -2.895000 -0.2084 0.5288 0.6419 -0.943
H -23.535000 -15.886000 -3.061000 -0.0846 1.9679 0.4852 0.457
H -23.491000 -17.135000 -3.522000 0.2823 -2.3689 -1.2814 0.493
O -20.336000 -16.952000 -3.391000 0.1392 0.3519 -1.4361 -0.962
H -20.198000 -16.842000 -2.467000 0.5261 0.0754 1.6236 0.504
H -19.476000 -16.986000 -3.828000 -0.1687 0.0396 0.2302 0.488
O -21.196000 -19.872000 -1.643000 0.0613 0.4407 0.6167 -0.981
H -21.399000 -20.226000 -2.497000 -0.1886 -0.2861 -0.7873 0.476
H -21.994000 -19.380000 -1.369000 0.2306 -0.1753 0.1014 0.504
O -20.702000 -16.454000 1.211000 -0.5673 0.7561 0.7814 -0.937
H -21.400000 -16.048000 0.703000 -0.3625 0.2874 -0.0381 0.439
H -20.268000 -16.950000 0.535000 1.0864 -0.7119 -0.6601 0.488
O -22.725000 -17.839000 -0.694000 1.1559 0.0642 -1.7175 -1.006
H -23.331000 -17.488000 -0.071000 -1.0964 0.0471 1.0962 0.491
H -22.951000 -17.377000 -1.536000 -0.2630 -0.4216 0.5573 0.492
O -20.397000 -19.441000 1.272000 -0.3236 0.3440 -1.7848 -0.958
H -21.092000 -18.817000 0.961000 0.6185 -0.6604 0.8572 0.478
H -20.502000 -19.567000 2.197000 -0.4446 0.2086 1.1609 0.477
O -19.326000 -17.816000 -0.811000 1.0347 1.1332 -0.7838 -0.970
H -18.681000 -17.876000 -1.531000 0.1315 0.0838 0.5326 0.468
H -19.892000 -18.549000 -1.007000 -0.9989 -1.4551 -0.0381 0.512
```
Forces are in eV/Å.

Computed properties:
* gap between HOMO and LUMO: 0.36910 Ha
* SMILES string: O.O.O.O.O.O.O.O.O.O
* highest occupied orbital energy: -10.07 eV



Molecular formula: H20O10
Method: DFT, ωB97M-V/def2-TZVPD

Geometry as XYZ:
```
30
Properties=species:S:1:pos:R:3:forces:R:3:nbo_charge:R:1
O -8.008289 24.655856 -15.556468 0.3056 0.2459 -0.2196 -0.961
H -7.577963 25.333181 -16.091458 -0.0053 -0.0932 0.0524 0.481
H -7.492352 23.855233 -15.706522 -0.1961 -0.0422 0.1197 0.499
O -12.390209 23.356008 -16.297681 0.0768 0.3126 -0.0385 -0.940
H -12.834447 23.605639 -17.115265 -0.0287 -0.1709 0.0481 0.472
H -12.695832 23.999835 -15.648290 -0.0936 -0.2165 0.0636 0.470
O -13.015609 20.503482 -15.332089 0.0143 -0.0514 0.2006 -0.950
H -12.562432 21.347014 -15.192711 -0.1228 -0.0205 -0.2315 0.486
H -12.415448 19.836584 -14.982767 0.0299 0.0533 -0.1410 0.461
O -9.840973 19.580848 -15.824709 -0.0234 -0.0709 0.2792 -0.949
H -9.371455 18.942533 -15.277518 -0.0169 0.0392 -0.0726 0.458
H -10.096972 20.290292 -15.216770 0.0981 0.1986 -0.1724 0.488
O -8.051178 21.036776 -11.846688 -0.1051 -0.1997 -0.0124 -0.941
H -8.589165 20.781673 -12.607259 0.0353 0.2161 0.0255 0.477
H -7.893418 20.217389 -11.365164 0.0158 0.0701 -0.0513 0.463
O -11.765510 24.422808 -11.865841 0.1585 0.2907 -0.0515 -0.965
H -11.264460 24.705239 -12.646303 0.2122 0.1655 0.0238 0.500
H -12.058772 25.238121 -11.442529 0.0824 -0.1057 -0.0005 0.479
O -10.272558 22.219302 -14.131656 -0.0339 -0.0872 0.2174 -0.986
H -10.258402 23.164975 -14.353140 -0.1311 -0.2401 -0.1259 0.499
H -10.950513 22.138070 -13.447238 0.0700 -0.0131 -0.1142 0.479
O -12.286426 20.725960 -12.177079 0.4939 -0.2770 0.3196 -0.958
H -12.853983 20.009037 -11.870321 -0.0497 0.0959 -0.1528 0.493
H -11.758793 20.974466 -11.405566 -0.1182 0.0117 -0.0599 0.487
O -10.469912 25.197145 -14.442022 0.2421 0.2978 -0.0054 -0.998
H -10.991541 25.797882 -14.984358 -0.0308 -0.1287 0.0077 0.480
H -9.566252 25.234708 -14.822183 -0.3108 -0.3054 0.2218 0.515
O -13.773380 22.929177 -12.956417 0.4167 0.1580 -0.3570 -0.995
H -13.169753 23.675494 -12.774040 -0.4032 -0.5567 0.2349 0.474
H -13.208017 22.140793 -12.825419 -0.5820 0.4239 -0.0078 0.481
```
Forces are in eV/Å.

Computed properties:
* gap between HOMO and LUMO: 0.36956 Ha
* SMILES string: O.O.O.O.O.O.O.O.O.O
* highest occupied orbital energy: -9.99 eV



Molecular formula: H20O10
Method: DFT, ωB97M-V/def2-TZVPD

Geometry as XYZ:
```
30
Properties=species:S:1:pos:R:3:forces:R:3:nbo_charge:R:1
O -0.368965 0.493141 0.786695 0.4537 2.4929 1.3567 -0.944
H -0.357174 -0.102687 0.105307 0.3709 -3.0100 -2.3517 0.470
H 0.039882 1.252053 0.317490 -0.3263 -0.1351 0.7600 0.480
O 0.936580 -0.963571 -1.089988 -2.1384 -3.5309 -0.1009 -0.941
H 0.705727 -1.969863 -1.196514 0.3003 2.8369 0.5325 0.470
H 1.838157 -0.981676 -1.335793 1.4703 0.6495 -0.3096 0.471
O 2.533571 -1.805421 -3.339797 4.1018 2.2414 -1.8718 -0.911
H 1.794440 -2.231479 -3.093349 -3.9921 -2.3149 1.3389 0.457
H 3.054478 -1.608997 -2.564666 0.2912 -0.0536 0.0830 0.458
O -0.119292 2.665331 2.136096 2.7859 -0.1037 1.1879 -0.945
H 0.570539 1.935100 2.021353 -1.0752 2.0552 0.5468 0.479
H 0.323018 3.539768 2.243600 0.0179 -1.4546 -0.0961 0.463
O -1.408851 -3.254721 3.587497 0.3878 1.1588 -0.2397 -0.926
H -1.426784 -3.806864 4.351327 -0.1825 -0.9725 0.7551 0.460
H -1.016980 -2.446973 3.962303 -0.1987 -0.1680 -0.5229 0.466
O -2.083328 2.323522 1.148228 -4.1531 0.1605 2.2758 -0.934
H -1.929348 1.591843 0.585167 0.2467 -1.1664 -0.6121 0.465
H -2.496414 1.877947 1.985177 1.3169 1.3350 -2.4157 0.462
O 3.924511 1.206452 -1.640196 -1.2510 1.2198 -1.7484 -0.930
H 4.175147 1.899741 -2.289272 -0.8442 -0.6092 0.1560 0.470
H 4.745024 1.140810 -1.223907 2.0753 -0.6844 1.6255 0.462
O 1.821571 3.525351 0.453478 0.2376 3.3387 -0.1379 -0.939
H 1.711808 4.556238 0.526959 0.0348 -2.9716 -0.1416 0.470
H 2.650414 3.488479 -0.039837 0.0366 -0.3459 -0.0395 0.469
O -3.235573 -3.537208 -0.557403 0.1636 2.7032 1.1192 -0.964
H -3.966661 -4.124263 -0.681032 -0.8115 -0.2209 0.0252 0.467
H -3.590989 -2.622211 -0.234280 0.6905 -2.7139 -1.1480 0.494
O -3.200187 -0.966923 -1.542837 0.9117 -0.6859 0.7621 -0.938
H -3.368398 -0.196713 -2.049942 -0.5103 1.2010 -0.7461 0.472
H -2.255924 -0.876209 -1.331861 -0.4100 -0.2516 -0.0426 0.469
```
Forces are in eV/Å.

Computed properties:
* gap between HOMO and LUMO: 0.32424 Ha
* SMILES string: O.O.O.O.O.O.O.O.O.O
* highest occupied orbital energy: -8.81 eV



Molecular formula: H20O10
Method: DFT, ωB97M-V/def2-TZVPD

Geometry as XYZ:
```
30
Properties=species:S:1:pos:R:3:forces:R:3:nbo_charge:R:1
O 1.613343 0.362633 -3.071571 -3.2842 1.5877 -2.0677 -0.926
H 0.872200 0.628957 -3.779797 2.7118 -1.2590 1.7075 0.472
H 1.095177 0.695727 -2.319043 0.7546 -0.2029 0.2748 0.463
O 1.898496 0.312149 0.749074 -1.9835 -4.3484 2.7013 -0.924
H 2.566709 0.242184 1.453380 0.5293 0.4491 -0.6890 0.481
H 1.202347 -0.288654 1.295061 2.0288 1.3079 -2.0869 0.481
O -0.570935 -0.227039 -0.729779 -1.6341 -2.0557 -2.9565 -0.935
H -0.333573 -0.133664 0.127688 0.6848 -0.2232 4.4416 0.451
H -0.259832 0.591354 -1.028271 0.3967 2.0840 -1.2966 0.470
O -1.505567 2.017449 2.297866 1.3166 -0.8393 1.2567 -0.953
H -0.612845 1.544707 2.474988 -2.3236 1.7061 -0.0460 0.471
H -1.867433 2.389457 3.149400 1.0168 -0.7691 -1.2376 0.481
O -1.246282 -3.111801 0.924245 4.0583 2.2986 -5.5293 -0.928
H -1.827494 -3.509190 1.412776 -5.3474 -3.7019 4.3230 0.448
H -0.760236 -2.538252 1.468881 1.0353 1.1590 0.9276 0.465
O -2.925033 -1.019323 -2.230030 -5.3749 -3.1589 -0.4579 -0.945
H -2.134815 -0.701360 -1.992509 4.7994 1.7417 1.6908 0.470
H -3.126252 -1.743093 -1.569468 0.5090 1.3454 -1.1984 0.472
O 1.331317 -2.191622 -1.657125 2.4059 0.6591 -2.2360 -0.970
H 0.679833 -2.032476 -1.022250 -1.6353 0.6415 1.2597 0.468
H 1.572322 -1.306604 -2.073300 -0.6630 -1.7124 0.7924 0.488
O 0.433959 -1.448183 2.342264 0.5641 -1.0387 1.5988 -0.949
H 0.993552 -2.112679 2.813976 0.0431 0.4538 -1.1325 0.505
H -0.139902 -1.259558 3.091045 -0.6212 0.6979 -0.0575 0.492
O 1.614832 2.606227 0.982294 -2.4604 -0.1175 -1.3570 -1.001
H 1.392186 1.637076 1.147649 1.1809 1.7807 0.2170 0.451
H 1.026973 2.573105 0.153725 1.3345 1.1106 1.5980 0.463
O -0.148899 2.350443 -1.231733 -2.3406 0.1951 0.3097 -0.950
H 0.211440 2.920485 -1.864127 2.1542 1.2153 -1.7158 0.485
H -1.045591 2.751548 -1.315312 0.1439 -1.0066 0.9657 0.502
```
Forces are in eV/Å.

Computed properties:
* gap between HOMO and LUMO: 0.33896 Ha
* SMILES string: O.O.O.O.O.O.O.O.O.O
* highest occupied orbital energy: -9.91 eV



Molecular formula: H20O10
Method: DFT, ωB97M-V/def2-TZVPD

Geometry as XYZ:
```
30
Properties=species:S:1:pos:R:3:forces:R:3:nbo_charge:R:1
O 3.842667 -1.968000 0.176267 0.6063 -0.2672 0.1643 -0.965
H 4.776667 -1.728000 0.054267 -0.6118 -0.0933 0.0664 0.466
H 3.358667 -1.149000 0.342267 0.0966 0.0293 -0.2678 0.481
O -2.654333 2.565000 -0.554733 1.2208 0.9159 -0.2686 -0.976
H -3.039333 1.711000 -0.706733 -0.6876 -0.3229 0.1092 0.488
H -3.087333 3.075000 0.133267 -0.4578 -0.5667 0.1602 0.489
O -1.547333 1.235000 -2.976733 0.8820 0.5003 0.3403 -0.937
H -1.072333 0.772000 -2.278733 -0.3047 -1.0211 0.2249 0.474
H -1.046333 2.057000 -2.864733 -0.6233 0.3616 -0.5678 0.458
O -3.120333 2.146000 2.365267 -0.2378 -0.8591 -1.8160 -0.955
H -2.592333 2.422000 3.080267 0.7315 0.7011 1.6092 0.456
H -2.431333 1.734000 1.796267 -0.7557 0.3243 0.2988 0.490
O -0.193333 -2.165000 1.325267 0.9905 -1.3698 0.8584 -0.959
H 0.557667 -2.793000 1.432267 -0.8340 0.5731 0.0240 0.469
H 0.158667 -1.487000 0.755267 -0.0659 0.4709 -0.4318 0.472
O -0.308333 -0.183000 -0.540733 0.6929 -1.6065 -2.0073 -0.979
H -0.431333 0.506000 0.048267 -0.9309 2.3037 2.1561 0.490
H 0.651667 -0.240000 -0.576733 0.5123 -0.2013 -0.5984 0.499
O 1.794667 -1.594000 -1.948733 0.3852 0.6118 0.1484 -0.949
H 1.615667 -2.478000 -1.650733 0.0973 -0.6971 0.2800 0.476
H 1.014667 -1.378000 -2.449733 -0.6123 0.1592 -0.4857 0.479
O -1.551333 -2.479000 -1.279733 0.2906 -2.3860 -0.4852 -0.957
H -1.332333 -1.780000 -0.689733 0.2423 0.9970 0.6914 0.485
H -1.139333 -3.269000 -0.847733 -0.7452 1.0541 -0.5221 0.462
O 2.544667 0.527000 0.494267 -1.3245 -0.7247 0.1202 -0.948
H 3.275667 1.027000 0.184267 1.0541 0.8208 -0.4290 0.489
H 2.511667 0.620000 1.443267 0.1642 0.1285 0.4459 0.480
O -0.513333 1.336000 1.717267 -0.2705 0.8334 -1.3134 -0.943
H -0.192333 0.964000 2.504267 0.4170 -1.2412 1.8342 0.482
H 0.149667 1.994000 1.513267 0.0785 0.5718 -0.3385 0.482
```
Forces are in eV/Å.

Computed properties:
* gap between HOMO and LUMO: 0.36695 Ha
* SMILES string: O.O.O.O.O.O.O.O.O.O
* highest occupied orbital energy: -10.65 eV